Here is 4 unconnected molecules or ions with the total composition C4H14O3 from OMol25. Energies are from ωB97M-V/def2-TZVPD.

```
! wB97M-V def2-TZVPD RIJCOSX def2/J DEFGRID3
* xyz 1 2
C -1.25 -1.53 0.68
C -1.38 -0.53 -0.36
C -1.72 0.82 -0.27
C -1.30 -1.14 -1.70
H -0.47 -1.13 1.37
H -0.75 -2.46 0.45
H -2.02 -1.74 1.43
H -2.01 1.34 -1.18
H -1.47 1.48 0.55
H -2.35 -1.35 -2.00
H -1.06 -2.19 -1.63
H -0.82 -0.60 -2.51
H 0.62 2.14 1.11
H 0.66 3.03 -0.11
O 1.25 2.59 0.53
H 1.64 0.76 -0.23
H 1.78 0.37 -1.60
O 1.64 -0.07 -0.75
H 2.86 0.55 2.70
H 2.79 -0.30 1.40
O 3.36 -0.05 2.13
*
```

gap between HOMO and LUMO (spin up / spin down)	8.79 / 5.61	eV
energy above the lowest of the compared OMol25 structures with the same formula, charge and spin	30.1	kcal/mol
LUMO (spin up / spin down)	-5.22 / -8.40	eV
highest occupied orbital energy (spin up / spin down)	-14.0 / -14.0	eV